1.
This record from the Open Molecules 2025 dataset describes the molecule C2H3NOS in a non-equilibrium geometry. The level of theory is the ωB97M-V functional and the def2-TZVPD basis.

Each line ends with the Löwdin charge.
Cartesian coordinates (Å):
S (-0.95, 3.43, -0.44)  0.83
C (-0.02, 2.22, -0.91)  -0.39
C (0.23, -0.12, 0.37)  0.05
H (0.48, 0.04, 1.47)  0.09
N (-0.10, 0.84, -0.57)  -0.15
O (-0.33, 4.60, -1.11)  -0.62
H (0.50, -1.14, 0.00)  0.08
H (-0.32, 0.46, -1.48)  0.12

Total energy   -606.008733 a.u.
Relative energy (zero: lowest compared OMol25 entry of this formula, charge and spin)   4.861 eV
Net charge   0
Maximum force   2.927 eV/A
Gap between HOMO and LUMO (alpha / beta)   7.946 / 7.632 eV



2.
This record from the Open Molecules 2025 dataset describes a cluster of 5 separate species, C5H20NO4S2 in total in a non-equilibrium geometry. The level of theory is the ωB97M-V functional and the def2-TZVPD basis.

Each line ends with the Löwdin charge.
Cartesian coordinates (Å):
C (-1.22, -1.95, -0.91)  -0.32
H (-2.37, 0.18, 2.10)  0.03
H (-1.68, 2.43, -0.45)  0.01
C (1.74, 0.64, 1.56)  -0.55
C (-1.03, -1.18, -2.19)  -0.66
H (2.54, 0.78, -1.66)  -0.05
H (2.08, -1.56, -0.42)  -0.05
H (2.70, 2.12, 0.05)  -0.14
H (-2.24, -2.44, -1.02)  0.10
H (-1.68, -1.40, -3.03)  0.04
H (-0.29, 1.35, 1.09)  0.08
O (2.87, -1.75, 0.14)  -0.12
H (0.49, 0.58, -0.32)  0.08
N (-0.34, -0.69, 1.11)  -0.09
O (-2.61, 1.07, 2.43)  -0.07
C (0.42, 0.57, 0.78)  -0.29
C (-1.50, -1.04, 0.32)  -0.27
S (0.81, -1.21, -2.59)  0.32
H (-0.56, -2.79, -0.74)  0.08
H (1.70, 0.35, 2.61)  0.07
H (-1.74, 1.21, 2.84)  0.05
S (2.50, 2.31, 1.40)  0.66
O (-2.55, 2.50, -0.06)  -0.08
H (0.32, -1.42, 1.30)  0.09
H (-1.34, -0.13, -1.96)  0.05
O (2.23, 1.47, -2.24)  -0.16
H (2.40, -0.06, 1.01)  0.03
H (-2.17, -1.55, 1.02)  0.10
H (-2.55, 2.17, 0.86)  -0.01
H (1.44, 1.15, -2.71)  -0.05
H (3.69, -1.56, -0.32)  0.04
H (-2.06, -0.17, -0.01)  0.10

Total energy   -1354.611551 a.u.
Relative energy (zero: lowest compared OMol25 entry of this formula, charge and spin)   1.166 eV
Net charge   -1
Maximum force   3.825 eV/A
Gap between HOMO and LUMO   6.513 eV



3.
This record from the Open Molecules 2025 dataset describes a structure of composition C12H24N2O3 in a non-equilibrium geometry. The level of theory is the ωB97M-V functional and the def2-TZVPD basis.

Each line ends with the Löwdin charge.
Cartesian coordinates (Å):
H (-4.59, 2.47, 0.21)  0.19
N (-1.75, -1.42, -0.28)  0.02
H (3.77, -2.36, -1.13)  0.19
H (1.94, 0.19, 1.49)  0.18
C (2.16, 0.43, 0.35)  -0.22
O (-0.04, 0.35, 1.99)  0.01
H (-3.19, 0.14, 1.42)  0.18
H (1.75, -1.89, 1.47)  0.12
H (0.76, 0.11, -1.12)  0.15
C (-0.25, 0.20, 0.74)  -0.32
H (2.97, 0.05, -1.86)  0.22
C (4.77, -0.02, -0.20)  -0.09
H (5.60, -0.32, -1.06)  0.12
C (-4.90, -1.11, -0.29)  -0.15
H (-4.97, 0.87, -0.04)  0.03
H (1.50, 3.54, -0.52)  0.25
C (-1.60, 0.03, -0.13)  -0.32
H (-4.29, -2.12, -0.28)  0.05
N (0.92, -0.03, -0.08)  -0.04
H (-3.90, 0.66, -1.43)  0.10
C (-2.92, 0.75, 0.38)  -0.39
C (-3.20, 2.27, 0.49)  -0.12
H (4.99, -0.78, 0.88)  0.17
C (-4.18, 0.27, -0.46)  -0.32
H (1.87, -1.75, -0.78)  0.10
H (-1.22, 0.66, -1.10)  0.18
H (-2.65, 2.79, -0.50)  0.10
O (1.28, 2.45, -0.85)  -0.01
C (2.80, -2.14, 0.98)  -0.10
H (-1.32, -1.90, 0.62)  0.14
C (2.95, -1.63, -0.49)  -0.35
H (3.60, -2.21, 1.60)  0.01
C (3.34, -0.27, -0.64)  -0.40
C (2.24, 1.99, 0.05)  -0.43
H (-1.03, -1.68, -1.16)  0.16
H (2.71, -3.19, 0.50)  0.10
H (-5.72, -1.26, -1.24)  0.11
O (3.10, 2.81, 0.39)  0.04
H (4.88, 1.18, -0.10)  0.10
H (-2.57, 2.89, 1.38)  0.12
H (-5.63, -1.04, 0.80)  0.13

Total energy   -806.494069 a.u.
Relative energy (zero: lowest compared OMol25 entry of this formula, charge and spin)   11.887 eV
Net charge   0
Maximum force   6.353 eV/A
Gap between HOMO and LUMO   9.649 eV



4.
This record from the Open Molecules 2025 dataset describes a structure of composition C9H20CuN4OPSe2Te2. The level of theory is the ωB97M-V functional and the def2-TZVPD basis.

Each line ends with the Löwdin spin population.
Cartesian coordinates (Å):
H (0.36, 3.21, -3.33)  0.00
H (-1.97, -0.62, -2.10)  0.00
H (-1.12, -0.58, -3.63)  0.00
H (-4.41, 1.87, -2.98)  0.00
C (-3.50, 1.46, -2.54)  0.00
H (-3.19, 3.90, -3.66)  0.00
C (0.81, -0.33, 3.20)  0.00
H (0.32, 1.82, -4.39)  0.00
C (-2.33, 1.62, -4.59)  0.00
H (0.88, 0.76, 3.37)  0.00
H (-0.70, -2.67, 3.42)  0.00
H (-3.75, 0.84, -1.67)  0.00
N (-2.72, 2.67, -2.00)  0.00
C (-2.27, 3.52, -3.20)  0.00
C (-1.54, 2.23, -1.18)  0.00
C (-1.60, 0.05, -2.88)  0.00
Te (-1.75, -3.74, -1.61)  0.43
H (-1.68, 4.35, -2.80)  0.00
C (-0.14, -0.33, 5.42)  0.00
Se (0.39, -2.63, -1.44)  0.26
H (-3.22, 2.00, -5.09)  0.00
H (-0.02, -2.90, 5.04)  0.00
H (1.04, -2.89, 3.62)  0.00
Se (-2.12, -0.65, 1.07)  0.06
H (0.67, 0.26, 5.87)  0.00
H (-1.75, 1.04, -5.30)  0.00
H (-3.34, 3.23, -1.42)  0.00
H (-1.92, 1.64, -0.34)  0.00
C (-0.22, 2.32, -3.60)  0.00
H (-0.98, 0.32, 5.20)  0.00
P (-0.33, 1.17, -2.13)  0.00
C (0.15, -2.46, 4.06)  0.00
O (1.18, -0.83, 2.13)  0.00
H (-1.04, 3.12, -0.80)  0.00
N (-1.53, 2.75, -4.12)  0.00
Te (-3.50, -2.36, -0.05)  0.20
Cu (0.14, -1.32, 0.47)  0.03
N (-2.74, 0.75, -3.49)  0.00
N (0.33, -1.02, 4.22)  0.00
H (-0.46, -1.07, 6.15)  0.00

Total energy   -7969.760650 a.u.
Relative energy (zero: lowest compared OMol25 entry of this formula, charge and spin)   0.000 eV
Spin multiplicity   2
Net charge   +1
Maximum force   0.249 eV/A
Gap between HOMO and LUMO (alpha / beta)   6.890 / 5.280 eV



5.
This record from the Open Molecules 2025 dataset describes a cluster of 4 separate species, C27H58BrClN5O15P2 in total in a non-equilibrium geometry. The level of theory is the ωB97M-V functional and the def2-TZVPD basis.

Each line ends with the Löwdin charge.
Cartesian coordinates (Å):
O (-2.91, -5.41, 0.17)  -0.14
H (-0.08, 6.30, -3.92)  0.13
H (1.29, -7.96, -1.44)  0.11
H (-4.21, 2.72, -2.14)  0.13
C (0.37, -7.25, 0.45)  -0.79
C (-4.05, 3.21, -4.96)  -0.11
H (-3.34, 2.45, -5.30)  0.08
C (1.42, -7.28, -5.42)  -0.28
O (-1.78, 6.57, 2.67)  -0.13
N (0.88, -5.59, -2.98)  -0.25
O (-0.73, -7.60, 0.35)  0.10
H (0.59, -3.69, 4.26)  0.13
C (-2.18, 3.38, -1.87)  -0.18
O (3.92, -3.17, 3.97)  -0.12
H (-1.28, 6.81, -0.89)  0.07
C (-0.47, 7.48, 6.37)  -0.11
H (-2.41, -5.06, 0.93)  0.07
P (-3.46, -4.22, -0.81)  0.51
O (-4.78, -3.60, -0.05)  -0.12
O (1.21, -2.55, 2.69)  -0.19
H (2.68, -3.81, 5.41)  0.13
N (-3.18, -0.68, -4.54)  0.02
O (-2.99, -1.53, -3.39)  -0.11
C (0.51, 5.90, 2.03)  -0.20
H (-1.98, -2.97, -4.40)  0.10
C (-2.02, 6.22, 5.10)  -0.20
H (5.02, -0.79, 4.35)  0.13
C (2.63, -3.10, 4.58)  -0.17
H (1.89, 3.60, 1.90)  0.09
H (-0.24, -3.52, 1.59)  0.07
C (3.64, -5.66, -4.02)  -0.37
H (3.64, 0.20, 5.77)  0.09
H (4.22, -6.22, -4.79)  0.09
C (-0.42, 6.98, 2.55)  -0.18
H (-0.96, 7.32, 7.33)  0.09
H (-0.42, 7.79, 1.82)  0.13
H (1.95, -8.23, -5.60)  0.05
C (-1.76, 7.22, -1.79)  -0.10
Cl (1.15, -6.94, 2.03)  0.71
C (0.77, -3.09, 1.47)  -0.14
H (0.60, 7.60, 6.52)  0.09
C (4.35, -0.79, 3.48)  -0.20
H (1.76, -4.49, 3.19)  0.07
C (-0.52, 5.71, -3.11)  -0.20
H (-1.36, 4.14, -4.35)  0.12
H (4.08, -5.09, -1.89)  0.07
C (1.21, -7.02, -0.85)  -0.09
O (-3.62, 3.81, -3.76)  -0.20
H (3.46, -2.26, 2.15)  0.11
H (3.43, -4.61, -4.27)  0.05
H (-2.51, 5.54, 5.81)  0.13
O (-4.14, -1.03, -5.07)  0.14
H (-1.23, 8.12, -2.12)  0.09
O (-3.86, -4.78, -2.11)  -0.26
H (4.25, -6.82, -2.26)  0.05
C (3.15, 0.66, 4.91)  -0.11
H (1.47, 6.34, 1.75)  0.13
H (5.15, -2.51, 2.52)  0.13
H (0.33, 3.95, -3.95)  0.13
H (2.45, -2.12, 5.00)  0.12
O (-0.89, 3.34, -2.48)  -0.13
O (-1.80, 6.26, -2.82)  -0.20
H (-0.85, 8.40, 5.91)  0.09
C (4.20, -2.20, 2.96)  -0.18
N (-1.48, -3.11, -2.39)  -0.03
H (-5.04, 2.76, -4.83)  0.09
H (-0.06, 7.41, 3.49)  0.12
H (-2.11, 2.72, -1.00)  0.12
H (-0.92, -1.65, -3.83)  0.13
N (-0.32, -4.95, -1.32)  0.21
O (-0.67, 6.37, 5.52)  -0.21
H (2.13, 0.92, 5.19)  0.09
H (5.54, -5.74, -2.82)  0.08
N (0.20, -4.51, -3.41)  -0.40
H (-4.50, -2.94, 0.61)  0.08
H (0.73, -2.29, 0.74)  0.09
C (-2.17, -2.87, -1.10)  -0.13
O (0.76, 4.91, 3.02)  -0.20
Br (0.50, -3.91, -5.12)  0.97
H (0.06, 5.44, 1.14)  0.11
C (4.45, -5.80, -2.67)  -0.17
C (1.50, -3.54, 3.67)  -0.19
C (-1.80, -2.28, -3.54)  -0.22
H (-1.51, 4.73, 3.61)  0.12
H (-2.79, 7.49, -1.53)  0.09
H (4.80, -0.16, 2.70)  0.13
H (1.46, -3.86, 1.10)  0.07
H (-3.14, 5.36, 3.52)  0.13
H (-1.45, -2.98, -0.25)  0.08
C (-2.10, 5.64, 3.70)  -0.18
H (0.31, -7.39, -5.39)  0.05
H (-4.12, 3.99, -5.72)  0.09
O (3.09, -0.24, 3.82)  -0.21
H (1.72, -6.54, -6.19)  0.02
P (2.06, -6.68, -3.75)  1.01
C (-3.31, 2.87, -2.75)  -0.20
H (0.14, 5.77, -2.23)  0.12
C (0.95, 3.63, 2.45)  -0.11
C (-0.64, 4.26, -3.54)  -0.17
H (-2.40, 4.38, -1.48)  0.12
H (-3.01, 1.91, -3.19)  0.10
H (3.69, 1.57, 4.61)  0.09
H (2.23, -6.68, -0.56)  0.11
C (0.59, -5.90, -1.68)  -0.22
H (-2.58, -1.85, -1.01)  0.12
H (-2.54, 7.19, 5.12)  0.13
H (0.11, 3.38, 1.79)  0.08
C (-0.61, -4.11, -2.36)  -0.30
H (0.98, 2.90, 3.26)  0.08

Total energy   -6182.333368 a.u.
Net charge   +1
Maximum force   4.377 eV/A
Gap between HOMO and LUMO   6.140 eV



6.
This record from the Open Molecules 2025 dataset describes a structure of composition ClFN2O3 in a non-equilibrium geometry. The level of theory is the ωB97M-V functional and the def2-TZVPD basis.

Each line ends with the Löwdin charge.
Cartesian coordinates (Å):
Cl (2.37, -0.67, -0.88)  0.37
F (-0.90, -1.39, -0.57)  -0.19
N (-0.56, 0.62, 1.14)  -0.25
O (-0.60, -0.40, 1.68)  0.18
N (-0.36, 0.05, -1.03)  0.06
O (-0.62, 1.79, 1.28)  0.16
O (0.66, 0.01, -1.61)  -0.33

Total energy   -894.953983 a.u.
Relative energy (zero: lowest compared OMol25 entry of this formula, charge and spin)   2.843 eV
Net charge   0
Maximum force   3.504 eV/A
Gap between HOMO and LUMO (alpha / beta)   6.921 / 8.832 eV